Record 1
{
  "formula": "C10H14BClMgN6",
  "method": "ωB97M-V/def2-TZVPD",
  "orbital_gap_ev": [5.94, 5.40],
  "total_charge": 0,
  "relative_energy_ev": 7.9851,
  "e_tot_ha": -1403.0362,
  "symbols": ["H", "N", "B", "N", "C", "Mg", "H", "C", "H", "C", "H", "C", "H", "H", "H", "N", "N", "N", "N", "C", "C", "H", "H", "C", "C", "C", "C", "H", "H", "H", "H", "H", "Cl"],
  "coordinates": [[-0.29414, 2.78649, 0.79998], [-0.05016, 1.59601, -0.93188], [0.64859, 0.60659, -3.13875], [0.55845, 1.80416, -2.13033], [0.99523, 3.08558, -2.20611], [-1.39300, -0.47509, -0.16026], [1.47466, 3.44852, -3.09689], [0.67632, 3.71957, -0.99636], [0.86563, 4.72707, -0.71645], [0.03503, 2.73362, -0.21989], [1.07636, 0.96410, -4.19797], [-1.08335, -2.51893, 0.01484], [-1.50299, -2.40810, 1.02198], [-0.12025, -3.03618, 0.00084], [-1.91400, -2.72022, -0.66776], [-0.78367, 0.01277, -3.19861], [1.55651, -0.47833, -2.47237], [-1.41801, -0.41358, -2.00587], [1.16478, -1.13799, -1.33196], [-1.62131, -0.10456, -4.26919], [2.80852, -0.85650, -2.83034], [-1.32763, 0.22334, -5.28687], [3.26171, -0.43757, -3.71349], [-2.83302, -0.67474, -3.78707], [3.25909, -1.78685, -1.88978], [-2.64086, -0.85009, -2.39353], [2.19216, -1.91585, -0.96177], [-3.72060, -0.92521, -4.35834], [4.19879, -2.28741, -1.87626], [-3.30088, -1.27239, -1.68009], [2.17397, -2.51512, -0.06720], [-2.38408, 0.95298, 0.96942], [0.28997, 0.16180, 1.34773]],
  "forces_ev_per_angstrom": [[-0.190, -0.055, 0.038], [-0.013, 0.749, -0.101], [0.297, 0.090, 1.630], [-0.638, 0.576, 0.508], [-0.454, -0.114, 0.955], [2.765, 2.923, 1.894], [0.133, 0.055, -0.031], [0.005, -0.921, -0.663], [0.191, 0.507, 0.056], [0.582, -0.228, -1.845], [-0.137, -0.118, -0.084], [-0.691, -2.527, 1.269], [0.446, 0.229, 0.180], [-0.570, 0.382, -0.450], [0.794, -0.205, -0.510], [-1.555, -0.326, 0.837], [0.055, -0.785, 0.402], [-1.312, -0.265, -5.874], [0.730, -0.027, -0.417], [-0.570, -0.645, 1.839], [-0.408, -0.502, 0.952], [-0.148, -0.374, 1.065], [0.103, -0.045, 0.039], [0.722, 0.292, 0.164], [-0.852, 0.643, -0.174], [1.460, 1.095, -2.285], [0.140, 0.965, -1.547], [0.289, 0.096, 0.130], [0.407, -0.174, 0.010], [-0.737, -0.315, 0.478], [-0.190, 0.002, 0.076], [0.265, -0.183, 0.072], [-0.916, -0.795, 1.387]],
  "lowdin_charge": [0.061, -0.089, -0.476, -0.037, -0.079, 0.298, 0.107, -0.069, 0.074, -0.209, 0.111, 0.023, 0.026, 0.037, 0.027, 0.024, -0.037, -0.073, 0.011, -0.023, -0.085, 0.139, 0.110, -0.041, -0.071, -0.154, -0.164, 0.092, 0.074, 0.093, 0.093, 0.122, 0.085]
}

=====

Record 2
{
  "formula": "C10H14BClN6V",
  "method": "ωB97M-V/def2-TZVPD",
  "orbital_gap_ev": [7.04, 5.28],
  "total_charge": 2,
  "relative_energy_ev": 0.0000,
  "multiplicity": 4,
  "s2": 3.782,
  "e_tot_ha": -2146.3983,
  "symbols": ["C", "N", "N", "C", "C", "B", "N", "N", "C", "C", "C", "V", "N", "N", "C", "C", "C", "H", "H", "H", "H", "H", "H", "H", "H", "H", "H", "H", "C", "H", "H", "H", "Cl"],
  "coordinates": [[2.84139, -0.22207, 0.00530], [1.60851, -0.17785, -0.52386], [1.72937, 0.03235, -1.88645], [3.04426, 0.08840, -2.19879], [3.77662, -0.05626, -1.02567], [0.47194, 0.21135, -2.77276], [-0.51980, -0.92346, -2.41770], [-0.96604, -1.18329, -1.12026], [-1.84134, -2.23470, -1.21116], [-1.88724, -2.67222, -2.53583], [-1.05321, -1.82758, -3.25508], [-0.14027, -0.56168, 0.65946], [-0.20085, 1.59571, -2.54112], [-0.73646, 1.80606, -1.31843], [-1.20468, 3.04257, -1.27599], [-1.04706, 3.67232, -2.54865], [-0.38889, 2.69044, -3.33229], [-1.61886, 3.43994, -0.35965], [-0.04256, 2.64833, -4.36561], [-1.36508, 4.66181, -2.83925], [0.78326, 0.10657, -3.91728], [-0.80393, -1.81805, -4.29820], [3.35973, 0.22761, -3.23267], [-2.43883, -3.51570, -2.90323], [4.86073, -0.05078, -0.91151], [-2.35124, -2.62430, -0.33726], [2.98299, -0.36328, 1.07778], [-2.03581, -0.43124, 1.32182], [-1.48166, -1.22553, 1.87235], [-1.86271, -2.19811, 1.60400], [-0.31812, -1.41898, 1.91794], [-1.64331, -0.92926, 2.88716], [0.11923, 1.45227, 1.64691]],
  "forces_ev_per_angstrom": [[0.157, 0.203, -1.006], [-0.590, -0.345, 0.275], [-0.123, -0.210, 0.943], [-0.410, 0.080, 0.509], [0.499, -0.108, 0.325], [0.707, -0.738, -0.316], [-0.313, -0.228, 1.090], [-0.475, -0.426, -0.209], [0.943, 0.480, -1.059], [-0.178, -0.040, 0.629], [-0.140, 0.244, 1.015], [4.033, 6.396, -7.602], [-0.160, 2.052, -2.565], [-0.901, 1.522, 1.410], [0.207, -0.638, 0.106], [-0.404, 0.285, 1.164], [1.363, -3.559, 0.224], [-0.081, 0.013, -0.187], [-0.199, 0.329, 0.322], [0.038, -0.023, -0.091], [-0.039, 0.091, -0.063], [0.016, 0.036, -0.195], [-0.081, 0.005, 0.435], [-0.118, -0.036, -0.126], [-0.483, -0.017, -0.151], [0.086, 0.044, -0.330], [0.055, 0.075, -0.427], [0.810, 0.175, -0.501], [-1.211, -2.135, 2.602], [-0.555, -0.278, 0.404], [-1.748, -1.486, 2.671], [-0.347, -0.364, 0.887], [-0.357, -1.400, -0.182]],
  "lowdin_charge": [-0.101, -0.099, -0.008, -0.007, -0.008, -0.477, 0.003, -0.074, -0.067, 0.003, 0.002, 0.767, 0.023, 0.093, -0.055, 0.141, 0.096, 0.130, 0.164, 0.144, 0.131, 0.145, 0.149, 0.122, 0.126, 0.114, 0.129, 0.100, -0.120, 0.078, 0.052, 0.096, 0.209]
}

=====

Record 3
{
  "formula": "C10H14BFHgN6",
  "method": "ωB97M-V/def2-TZVPD",
  "orbital_gap_ev": 9.43,
  "total_charge": 0,
  "e_tot_ha": -996.1606,
  "symbols": ["H", "N", "B", "N", "C", "Hg", "H", "C", "H", "C", "H", "C", "H", "H", "H", "N", "N", "N", "N", "C", "C", "H", "H", "C", "C", "C", "C", "H", "H", "H", "H", "H", "F"],
  "coordinates": [[-0.56017, 2.67955, 0.84791], [-0.08025, 1.42312, -0.81740], [0.65515, 0.63942, -3.16988], [0.47608, 1.70864, -2.04135], [0.83973, 3.00961, -2.09071], [-0.88486, -0.77633, -0.19780], [1.28673, 3.40873, -2.98689], [0.47941, 3.59194, -0.88506], [0.61449, 4.60774, -0.59130], [-0.10907, 2.57255, -0.12807], [1.10993, 1.11017, -4.18034], [-1.76382, -2.66211, 0.23738], [-2.23344, -2.48693, 1.21557], [-0.95246, -3.39995, 0.30910], [-2.53782, -2.92610, -0.48883], [-0.78033, 0.05250, -3.39622], [1.55126, -0.46471, -2.55536], [-1.54455, -0.41351, -2.35567], [1.19748, -1.06548, -1.37521], [-1.49414, 0.00204, -4.54497], [2.76574, -0.91033, -2.95035], [-1.04205, 0.35110, -5.46164], [3.20097, -0.53394, -3.86291], [-2.74211, -0.53316, -4.23909], [3.19412, -1.85429, -2.02257], [-2.72938, -0.79571, -2.86349], [2.17161, -1.93080, -1.05430], [-3.53002, -0.71810, -4.93496], [4.11458, -2.40391, -2.04073], [-3.50302, -1.22687, -2.23856], [2.11241, -2.54043, -0.16019], [0.16124, 1.46362, 1.81695], [-0.10713, 0.75673, 2.38143]],
  "forces_ev_per_angstrom": [[-0.159, -0.135, -0.111], [-0.112, 0.573, -0.060], [-0.769, -0.607, 1.093], [-0.004, 0.334, 0.885], [-0.626, -0.606, 0.653], [0.258, -0.192, -0.163], [0.014, 0.032, 0.102], [0.059, -0.002, -0.159], [0.039, 0.387, 0.063], [0.647, -0.016, -1.137], [-0.045, -0.063, 0.208], [-0.058, 0.609, 1.206], [0.104, -0.622, -0.260], [-0.458, 0.198, -0.076], [0.392, 0.111, -0.006], [-0.777, -0.122, 0.139], [0.367, -0.504, 0.707], [-0.485, 0.022, -1.956], [0.903, -0.474, -0.596], [-0.106, -0.275, 1.005], [-0.556, -0.360, 0.647], [-0.194, -0.090, 0.007], [0.081, -0.082, 0.084], [0.320, 0.072, -0.321], [-0.153, 0.147, -0.096], [1.161, 0.664, -0.452], [-0.015, 1.019, -1.063], [-0.299, -0.065, -0.187], [0.130, -0.087, -0.030], [0.224, 0.131, -0.044], [-0.057, 0.164, -0.169], [-0.038, -0.757, 0.509], [0.212, 0.598, -0.422]],
  "lowdin_charge": [0.099, -0.029, -0.483, -0.022, -0.062, 1.084, 0.121, -0.062, 0.087, -0.165, 0.116, -0.292, -0.049, -0.033, -0.037, -0.033, -0.039, -0.083, -0.048, -0.073, -0.076, 0.117, 0.116, -0.075, -0.073, -0.147, -0.142, 0.082, 0.083, 0.100, 0.102, 0.033, -0.115]
}

=====

Record 4
{
  "formula": "C10H14ClNO2S",
  "method": "ωB97M-V/def2-TZVPD",
  "orbital_gap_ev": 8.36,
  "total_charge": 0,
  "relative_energy_ev": 0.4781,
  "smiles": "C=C(C)C(=O)/C(S)=C(/O)C(=C)C.[H]/N=C\\Cl",
  "e_tot_ha": -1452.9280,
  "symbols": ["C", "C", "C", "C", "C", "C", "C", "C", "C", "C", "N", "O", "O", "S", "Cl", "H", "H", "H", "H", "H", "H", "H", "H", "H", "H", "H", "H", "H", "H"],
  "coordinates": [[-1.38970, 0.13043, 1.78364], [-0.19916, -0.23026, -1.69791], [-0.37696, 0.65767, 1.09277], [-0.55033, -1.23653, -0.89132], [0.99934, 0.09629, 1.22990], [0.47020, -1.87820, -0.11869], [-0.53680, 2.07522, 0.61064], [-1.89923, -1.98494, -0.95505], [3.64683, 0.56393, -1.19283], [1.36094, -1.06258, 0.71893], [2.68626, 1.31462, -1.29822], [1.82155, 0.88824, 1.98066], [0.74243, -3.09848, -0.19545], [2.84338, -1.81809, 1.07526], [4.99510, 0.75946, -0.10216], [-2.39589, 0.52554, 1.83651], [-1.40820, -0.86096, 2.08234], [-0.88174, 0.03786, -2.44714], [0.70894, 0.32305, -1.72188], [-1.30994, 2.47950, 1.14910], [-0.68339, 1.97943, -0.55181], [0.38701, 2.52295, 0.88526], [-2.48340, -1.60892, -0.05830], [-2.44026, -1.82553, -1.86908], [-1.47892, -3.06041, -0.71511], [3.78885, -0.27149, -1.93546], [2.37607, 1.90445, -0.57356], [2.69541, 0.38007, 2.02437], [2.22460, -2.88879, 0.45382]],
  "forces_ev_per_angstrom": [[-0.321, 0.244, -1.290], [-0.326, -0.806, 0.500], [-0.492, 0.883, 1.951], [-1.724, 0.068, -1.754], [-1.318, 1.478, 0.024], [1.876, -1.498, 1.212], [1.650, -2.624, -3.051], [2.337, -0.825, 2.474], [1.194, -1.128, -1.298], [-0.459, -0.395, -0.462], [-1.768, -0.806, -1.027], [1.260, -1.494, -0.409], [-1.158, 1.435, -0.462], [1.334, -0.832, 0.206], [0.147, -0.100, 0.421], [0.129, 0.725, -0.185], [0.625, -1.862, 1.069], [-1.084, 0.531, -0.913], [0.825, -0.091, 0.274], [-2.001, 1.350, 0.679], [0.191, 0.832, 2.155], [0.702, 1.124, -0.266], [0.377, -0.626, -1.049], [-0.128, -0.257, -0.332], [-1.826, 1.665, -0.874], [0.191, 0.907, 0.882], [0.466, 1.327, 1.064], [-1.326, 1.155, 0.133], [0.624, -0.380, 0.326]],
  "lowdin_charge": [0.076, 0.092, -0.302, -0.300, -0.340, -0.375, -0.019, -0.007, -0.725, -0.562, 0.068, 0.046, 0.003, 0.862, 0.579, 0.081, 0.054, 0.066, 0.038, 0.048, 0.123, 0.063, 0.086, 0.067, 0.118, 0.097, 0.040, 0.088, -0.067]
}

=====

Calculated max |F| in order - 6.02, 10.72, 2.02, 4.35 eV/A